No. 1
Formula: C19H23N3O3
Source: OMol25
Level of theory: ωB97M-V/def2-TZVPD

The value obtained for the energy above the lowest of the compared OMol25 structures with the same formula, charge and spin is 252.7 kJ/mol. The HOMO energy comes out at -8.4 eV. As for the SMILES: CCCCN(Cc1ccc(C(=O)NO)cc1)C(=O)Nc1ccccc1. The net charge is 0. The gap between HOMO and LUMO comes out at 8.885 eV. For the total energy, the calculation gives -1127.8044 Eh.

Element x y z (Å)
1 C -1.793 -2.311 -1.440
2 C -0.645 -1.323 -1.608
3 C 0.694 -1.855 -1.097
4 C 0.785 -1.972 0.433
5 N 0.814 -0.706 1.138
6 C -0.239 -0.441 2.106
7 C -1.527 0.010 1.472
8 C -2.692 -0.737 1.592
9 C -3.865 -0.319 0.990
10 C -3.883 0.857 0.246
11 C -5.097 1.346 -0.445
12 O -5.092 2.037 -1.453
13 N -6.279 0.938 0.078
14 O -7.435 1.476 -0.498
15 C -2.714 1.604 0.118
16 C -1.550 1.189 0.733
17 C 1.816 0.228 1.046
18 O 1.716 1.315 1.583
19 N 2.916 -0.173 0.326
20 C 4.055 0.569 0.007
21 C 5.111 -0.108 -0.602
22 C 6.261 0.567 -0.962
23 C 6.375 1.926 -0.722
24 C 5.326 2.601 -0.121
25 C 4.170 1.936 0.244
26 H -2.705 -1.894 -1.859
27 H -1.573 -3.245 -1.953
28 H -1.980 -2.528 -0.391
29 H -0.537 -1.094 -2.670
30 H -0.884 -0.392 -1.094
31 H 1.482 -1.196 -1.464
32 H 0.867 -2.850 -1.517
33 H -0.087 -2.518 0.793
34 H 1.668 -2.574 0.698
35 H 0.134 0.359 2.753
36 H -0.403 -1.340 2.709
37 H -2.685 -1.653 2.166
38 H -4.753 -0.928 1.073
39 H -6.431 0.646 1.029
40 H -7.074 1.986 -1.257
41 H -2.740 2.509 -0.469
42 H -0.645 1.771 0.649
43 H 2.981 -1.148 0.079
44 H 5.027 -1.170 -0.792
45 H 7.071 0.028 -1.431
46 H 7.274 2.454 -1.003
47 H 5.405 3.661 0.069
48 H 3.359 2.462 0.718

Löwdin population analysis, charges in e, atoms 1 to 4: C -0.10; C -0.24; C -0.18; C -0.15

No. 2
Formula: C19H23N3O3S
Source: OMol25
Level of theory: ωB97M-V/def2-TZVPD

The value obtained for the energy above the lowest of the compared OMol25 structures with the same formula, charge and spin is 229.7 kJ/mol. The HOMO energy comes out at -8.4 eV. As for the SMILES: O=S(=O)(c1ccc(N[C@H]2CCCc3ccccc32)nc1)N1CCOCC1. The net charge is 0. The gap between HOMO and LUMO comes out at 8.935 eV. For the total energy, the calculation gives -1525.9907 Eh.

Element x y z (Å)
1 O -3.561 -1.111 -2.299
2 S -3.625 -1.088 -0.868
3 O -4.619 -1.866 -0.189
4 C -2.030 -1.531 -0.211
5 C -1.928 -2.140 1.036
6 C -0.681 -2.333 1.579
7 C 0.441 -1.869 0.858
8 N 1.678 -1.911 1.395
9 C 2.814 -1.241 0.783
10 C 3.347 -2.057 -0.397
11 C 4.359 -1.232 -1.179
12 C 3.639 -0.059 -1.831
13 C 2.823 0.720 -0.839
14 C 2.427 2.016 -1.151
15 C 1.657 2.761 -0.281
16 C 1.283 2.220 0.938
17 C 1.679 0.938 1.262
18 C 2.432 0.169 0.378
19 N 0.330 -1.358 -0.373
20 C -0.873 -1.202 -0.888
21 N -3.888 0.496 -0.432
22 C -4.098 0.794 0.964
23 C -2.812 1.314 1.618
24 O -2.289 2.411 0.902
25 C -1.983 2.056 -0.431
26 C -3.229 1.550 -1.167
27 H -2.830 -2.445 1.544
28 H -0.551 -2.803 2.542
29 H 1.781 -2.311 2.311
30 H 3.593 -1.177 1.555
31 H 2.506 -2.311 -1.043
32 H 3.796 -2.981 -0.027
33 H 5.135 -0.863 -0.504
34 H 4.839 -1.847 -1.942
35 H 2.964 -0.439 -2.604
36 H 4.355 0.606 -2.319
37 H 2.728 2.439 -2.099
38 H 1.353 3.763 -0.546
39 H 0.681 2.793 1.627
40 H 1.389 0.517 2.215
41 H -0.920 -0.796 -1.889
42 H -4.451 -0.119 1.442
43 H -4.874 1.564 1.037
44 H -3.014 1.680 2.626
45 H -2.059 0.512 1.667
46 H -1.601 2.962 -0.902
47 H -1.195 1.288 -0.436
48 H -2.978 1.150 -2.149
49 H -3.941 2.376 -1.284

Löwdin population analysis, charges in e, atoms 1 to 4: O -0.28; S 0.66; O -0.28; C -0.27

No. 3
Formula: C19H23N3O4S
Source: OMol25
Level of theory: ωB97M-V/def2-TZVPD

The value obtained for the energy above the lowest of the compared OMol25 structures with the same formula, charge and spin is 93.0 kJ/mol. The HOMO energy comes out at -8.3 eV. As for the SMILES: CC1=C(C(=O)Nc2cccc(C(=O)N3CCC(C(N)=O)CC3)c2)SCCO1. The net charge is 0. The gap between HOMO and LUMO comes out at 8.767 eV. For the total energy, the calculation gives -1601.2916 Eh.

Element x y z (Å)
1 C 2.607 2.892 -3.010
2 C 1.759 4.028 -2.531
3 C 0.616 3.871 -1.828
4 C 0.149 2.536 -1.391
5 O 0.839 1.539 -1.501
6 N -1.104 2.531 -0.850
7 C -1.818 1.458 -0.317
8 C -2.990 1.743 0.384
9 C -3.743 0.721 0.927
10 C -3.342 -0.596 0.784
11 C -2.170 -0.886 0.098
12 C -1.789 -2.315 -0.130
13 O -2.549 -3.082 -0.695
14 N -0.554 -2.691 0.279
15 C 0.326 -1.934 1.137
16 C 0.502 -2.642 2.482
17 C 1.004 -4.071 2.281
18 C 1.079 -4.807 3.614
19 N 1.921 -5.869 3.607
20 O 0.440 -4.500 4.592
21 C 0.033 -4.813 1.352
22 C -0.112 -4.047 0.038
23 C -1.414 0.136 -0.464
24 S -0.414 5.268 -1.392
25 C 0.256 6.453 -2.588
26 C 1.770 6.420 -2.476
27 O 2.305 5.202 -2.939
28 H 2.006 2.140 -3.514
29 H 3.361 3.291 -3.684
30 H 3.090 2.403 -2.167
31 H -1.574 3.424 -0.772
32 H -3.307 2.771 0.494
33 H -4.652 0.953 1.463
34 H -3.930 -1.401 1.196
35 H 1.299 -1.835 0.640
36 H -0.081 -0.936 1.297
37 H -0.452 -2.679 3.010
38 H 1.205 -2.082 3.099
39 H 1.999 -4.052 1.822
40 H 2.435 -6.144 2.790
41 H 1.990 -6.438 4.434
42 H -0.942 -4.882 1.838
43 H 0.386 -5.825 1.149
44 H 0.852 -4.014 -0.484
45 H -0.854 -4.524 -0.605
46 H -0.520 -0.090 -1.021
47 H -0.144 7.430 -2.325
48 H -0.069 6.167 -3.588
49 H 2.226 7.189 -3.106
50 H 2.066 6.589 -1.433

Löwdin population analysis, charges in e, atoms 1 to 4: C 0.00; C -0.30; C -0.36; C -0.47

No. 4
Formula: C19H23N3O5S2
Source: OMol25
Level of theory: ωB97M-V/def2-TZVPD

The value obtained for the energy above the lowest of the compared OMol25 structures with the same formula, charge and spin is 136.5 kJ/mol. The HOMO energy comes out at -8.5 eV. As for the SMILES: CCC(=O)N1CCc2cc(S(=O)(=O)NCCc3ccc(S(N)(=O)=O)cc3)ccc21. The net charge is 0. The gap between HOMO and LUMO comes out at 8.936 eV. For the total energy, the calculation gives -2074.6898 Eh.

Element x y z (Å)
1 C 1.234 -0.191 4.996
2 C -0.210 0.215 4.691
3 C -0.570 -0.178 3.274
4 O -0.826 -1.342 2.997
5 N -0.613 0.806 2.342
6 C -0.093 2.157 2.547
7 C -0.086 2.823 1.162
8 C -0.780 1.820 0.295
9 C -1.169 1.923 -1.019
10 C -1.800 0.835 -1.603
11 S -2.334 1.021 -3.294
12 O -3.002 2.285 -3.417
13 O -3.017 -0.164 -3.732
14 N -0.869 1.213 -4.100
15 C -0.305 0.143 -4.903
16 C -0.263 -1.181 -4.146
17 C 0.440 -1.176 -2.818
18 C 1.144 -0.083 -2.327
19 C 1.722 -0.132 -1.069
20 C 1.612 -1.277 -0.309
21 S 2.353 -1.294 1.306
22 N 1.550 -2.547 2.046
23 O 2.068 -0.028 1.941
24 O 3.734 -1.672 1.220
25 C 0.948 -2.388 -0.789
26 C 0.362 -2.329 -2.038
27 C -2.032 -0.329 -0.902
28 C -1.641 -0.442 0.426
29 C -1.019 0.647 1.020
30 H 1.909 0.198 4.237
31 H 1.321 -1.274 5.002
32 H 1.532 0.187 5.971
33 H -0.881 -0.337 5.354
34 H -0.350 1.279 4.863
35 H 0.914 2.091 2.961
36 H -0.742 2.704 3.239
37 H -0.601 3.784 1.165
38 H 0.934 2.985 0.810
39 H -1.018 2.821 -1.596
40 H -0.889 2.097 -4.586
41 H -0.891 -0.014 -5.819
42 H 0.706 0.448 -5.192
43 H 0.213 -1.922 -4.796
44 H -1.294 -1.504 -3.983
45 H 1.226 0.817 -2.912
46 H 2.255 0.712 -0.662
47 H 0.645 -2.271 2.419
48 H 2.124 -2.995 2.741
49 H 0.888 -3.272 -0.177
50 H -0.174 -3.186 -2.419
51 H -2.537 -1.141 -1.399
52 H -1.825 -1.344 0.983

Löwdin population analysis, charges in e, atoms 1 to 4: C -0.08; C -0.14; C -0.44; O 0.03

Question: The lowest gap between HOMO and LUMO belongs to which entry?
Answer: C19H23N3O4S

Question: What is the gap between HOMO and LUMO in the fourth record?
Answer: 8.936 eV